Version 1
Here is one molecule with the formula C4H5ClN2O from OMol25. Energies are from wB97M-V/def2-TZVPD.

Summary:
HOMO level in eV: -9.93
SMILES: Cl[C@H]1[C@@H]2NN=CO[C@@H]12
Orbital gap in eV: 10.79

```
! RIJCOSX wB97M-V def2-TZVPD def2/J DEFGRID3
* xyz 0 1
Cl 2.449 0.445 -0.466
C 0.800 1.081 -0.113
C -0.354 0.245 -0.638
N -1.765 0.261 -0.929
N -2.032 -1.014 -0.282
C -1.505 -1.291 0.811
O -0.435 -0.708 1.481
C -0.291 0.493 0.797
H 1.048 2.220 0.105
H 0.130 -0.705 -0.796
H -1.909 -0.237 -1.948
H -1.720 -2.329 1.228
H -1.034 1.253 0.830
*
```

***

Version 2
Here is one molecule with the formula C4H5ClN2O from OMol25. Energies are from wB97M-V/def2-TZVPD.

Summary:
HOMO level in eV: -7.12
SMILES: Nc1cc(Cl)c(N)o1
Orbital gap in eV: 7.97

```
! RIJCOSX wB97M-V def2-TZVPD def2/J DEFGRID3
* xyz 0 1
N 2.390 -0.694 0.084
C 1.033 -0.520 -0.007
C -0.045 -1.355 0.013
C -1.163 -0.510 -0.115
Cl -2.845 -0.983 -0.033
C -0.771 0.779 -0.123
N -1.407 1.985 -0.047
O 0.567 0.770 -0.096
H 2.905 0.010 -0.423
H 2.643 -1.599 -0.248
H -0.102 -2.443 0.204
H -2.330 1.888 0.342
H -0.873 2.671 0.450
*
```

***

Version 3
Here is one molecule with the formula C4H5ClN2O from OMol25. Energies are from wB97M-V/def2-TZVPD.

Summary:
HOMO level in eV: -8.29
SMILES: Cn1ncc(O)c1Cl
Orbital gap in eV: 8.99

```
! RIJCOSX wB97M-V def2-TZVPD def2/J DEFGRID3
* xyz 0 1
C 0.640 -1.695 -0.243
N -0.026 -0.378 -0.235
N 0.621 0.723 -0.509
C -0.220 1.718 -0.462
C -1.439 1.338 -0.078
O -2.587 2.055 0.074
C -1.286 -0.150 0.157
Cl -2.463 -1.409 0.502
H 0.713 -2.081 -1.240
H 1.658 -1.508 0.152
H -0.006 -2.301 0.395
H 0.013 2.654 -0.766
H -2.313 3.009 -0.053
*
```

***

Most stable one: version 2, least stable one: version 1.